ORCA calculation (ωB97M-V/def2-TZVPD) on C24H34MoNO5P2 as an isolated structure in a non-equilibrium geometry.

The geometry in XYZ format:
```
67
Properties=species:S:1:pos:R:3:nbo_charge:R:1
C -0.4687 3.6902 -2.4463 -0.24
C -0.6448 2.3684 -1.9710 0.19
N 0.2765 1.8648 -1.0262 -0.54
C 1.2326 2.6772 -0.5180 0.24
C 1.2106 4.0535 -0.7422 -0.26
C 0.3956 4.5467 -1.7614 -0.13
C -1.7047 1.5354 -2.3961 -0.62
P -1.8788 -0.0992 -1.5906 0.98
Mo 0.3569 -0.2986 -0.6315 0.73
P 2.6079 0.3742 0.3170 1.13
C 2.1583 2.1050 0.5281 -0.78
C 0.5257 -2.5257 -0.5824 -0.20
C -0.5607 -3.0847 0.1197 -0.23
C -0.6115 -4.4525 0.3709 -0.20
C 0.4226 -5.2835 -0.0687 -0.16
C 1.4988 -4.7506 -0.8044 -0.22
C 1.5300 -3.3822 -1.1041 -0.24
O -0.4884 1.3767 -6.7121 -0.92
O 0.6203 -3.3680 -5.7555 -0.91
H -1.0975 4.0758 -3.2638 0.24
H 1.8519 4.7015 -0.1259 0.24
H 0.3945 5.6350 -1.9702 0.24
C -3.2558 0.1319 -0.4232 -0.94
C -2.4440 -1.3620 -2.7803 -0.93
H 3.0846 2.6610 0.6916 0.27
H 1.5878 2.1225 1.4510 0.30
H -0.8784 1.3563 -5.8302 0.46
H -2.5448 2.0138 -2.9274 0.25
C 2.8450 -0.4947 1.8525 -0.96
C 4.1705 0.3084 -0.6157 -0.95
H -1.3360 -2.4152 0.5037 0.23
H -1.4552 -4.8469 0.9483 0.23
H 0.3931 -6.3539 0.1491 0.23
H 2.2994 -5.4096 -1.1572 0.23
H 2.3222 -2.9656 -1.7432 0.20
H 1.5958 -0.7735 -1.6266 0.06
H 0.3980 -3.2437 -4.8016 0.46
H 0.9114 -2.4583 -5.9457 0.46
H 0.4188 1.0066 -6.5507 0.46
H 2.0049 -0.0123 -1.3718 0.16
H -4.1501 0.4223 -0.9893 0.25
H -3.4734 -0.7614 0.1801 0.26
H -2.9536 0.9264 0.2703 0.28
H -3.3199 -1.0543 -3.3658 0.26
H -1.6314 -1.6213 -3.4683 0.25
H -2.7218 -2.2890 -2.2625 0.26
H 4.9288 0.8318 -0.0145 0.27
H 4.4943 -0.7308 -0.8187 0.27
H 4.0497 0.8106 -1.5903 0.26
H 3.6853 -0.0334 2.3848 0.26
H 1.9218 -0.4642 2.4449 0.31
H 3.0817 -1.5499 1.6717 0.28
O -1.9395 2.7445 3.0683 -0.68
C -1.7607 1.8860 4.0797 0.36
C -2.1036 2.2976 5.3827 -0.29
C -1.9113 1.4380 6.4546 -0.15
C -1.3824 0.1488 6.2831 -0.27
C -1.0501 -0.2757 4.9993 -0.15
C -1.2399 0.5695 3.8995 -0.25
C -0.8216 0.1298 2.5441 0.77
O -0.3626 -1.0102 2.3773 -0.70
O -0.9516 1.0568 1.6283 -0.80
H -1.5617 2.2072 2.2612 0.50
H -2.5195 3.2979 5.4977 0.23
H -2.1708 1.7710 7.4549 0.22
H -1.2398 -0.5076 7.1444 0.22
H -0.6406 -1.2644 4.7948 0.23
```

2S+1   3
HOMO level (alpha / beta)   -10.07 / -10.07 eV
LUMO level (alpha / beta)   -6.09 / -5.72 eV
Charge   +1
Frontier orbital gap (alpha / beta)   3.98 / 4.35 eV
DFT total energy   -2116.3977 a.u.